1.
18
Properties=species:S:1:pos:R:3:lowdin_charge:R:1 method="wB97M-V/def2-TZVPD" de_lowest_kcal_mol=142.7 total_charge=0 max_force_ev_per_a=7.5 gap_ev="8.2 / 8.2" spin_multiplicity=1 lumo_ev="0.553 / 0.554"
C 2.1240 0.4809 0.0537 -0.13
C 2.6678 -0.8026 -0.4985 -0.16
C -2.1130 0.3668 -0.2795 -0.28
C 0.1600 0.2208 0.4204 -0.45
N -0.0484 -0.5146 1.5151 0.15
C -2.9235 1.2688 -0.8214 -0.03
O -2.5591 -0.7837 0.3330 -0.05
N -0.0862 0.7501 -0.6303 0.23
H -3.5275 -0.8642 0.2515 0.11
H -0.9918 -0.8991 1.5603 0.09
H 0.7158 -1.0980 1.8244 0.10
H 2.3918 0.7223 1.0803 0.07
H 2.2400 1.3427 -0.5953 0.07
H -4.0053 1.1338 -0.8659 0.05
H -2.5158 2.0911 -1.3944 0.04
H 2.3008 -0.9808 -1.5121 0.07
H 3.7642 -0.7635 -0.5532 0.07
H 2.4061 -1.6708 0.1120 0.06


2.
85
Properties=species:S:1:pos:R:3:lowdin_charge:R:1 method="wB97M-V/def2-TZVPD" total_charge=0 max_force_ev_per_a=3.3 gap_ev=9.0 spin_multiplicity=1 lumo_ev=-0.454
C -16.0071 -8.4512 -5.4406 -0.02
C -16.7943 -9.7637 -5.2229 -0.32
C -16.8624 -10.1425 -3.7135 -0.09
O -18.1616 -9.6846 -3.3498 0.04
C -18.8953 -9.4219 -4.4684 -0.56
O -20.0342 -9.1198 -4.4508 0.14
O -18.1326 -9.5887 -5.5816 0.09
H -14.9249 -8.5666 -5.3979 0.09
H -16.1578 -7.7134 -4.6466 0.09
H -16.4619 -8.1134 -6.3724 0.09
H -16.2289 -10.5547 -5.7139 0.15
H -16.0899 -9.6199 -3.1589 0.14
H -16.9463 -11.2288 -3.6334 0.12
C -23.4330 -11.2625 -1.4071 -0.05
C -22.0118 -10.8266 -1.8141 -0.29
C -21.6744 -9.4341 -1.2870 -0.09
O -20.6474 -9.6884 -0.2998 0.05
C -20.3428 -10.9843 -0.2700 -0.56
O -19.6627 -11.4765 0.5772 0.14
O -20.9689 -11.6426 -1.2962 0.07
H -23.4940 -11.4135 -0.3234 0.01
H -23.6767 -12.2593 -1.7775 0.06
H -24.1816 -10.5091 -1.6434 0.08
H -22.0181 -10.8839 -2.9032 0.14
H -22.4842 -9.0546 -0.6640 0.09
H -21.4078 -8.6797 -2.0183 0.07
C -25.3579 -5.9612 0.8179 -0.04
C -25.9773 -6.9221 -0.2008 -0.31
C -26.6672 -6.3364 -1.4518 -0.04
O -25.6730 -6.7053 -2.4207 0.07
C -24.7156 -7.5123 -1.9807 -0.55
O -23.8317 -7.9414 -2.6552 0.16
O -24.8585 -7.6648 -0.6344 0.03
H -26.0206 -5.0996 0.9315 0.09
H -24.2947 -5.7488 0.7436 0.07
H -25.3876 -6.5243 1.7545 0.04
H -26.7262 -7.5035 0.3455 0.15
H -26.6936 -5.2514 -1.3461 0.13
H -27.6501 -6.6945 -1.7423 0.13
C -15.6633 -12.6567 -1.6484 -0.03
C -16.6284 -12.3644 -0.5173 -0.31
C -16.7964 -13.4261 0.5964 -0.05
O -16.6562 -12.6876 1.8197 0.07
C -16.2212 -11.4557 1.5512 -0.58
O -16.0218 -10.5515 2.3025 0.16
O -15.9992 -11.3329 0.2328 0.07
H -14.7384 -13.0808 -1.2495 0.09
H -15.4053 -11.7064 -2.1125 0.06
H -16.0624 -13.3285 -2.4087 0.09
H -17.5282 -11.9853 -1.0111 0.14
H -15.9514 -14.1123 0.5214 0.13
H -17.7665 -13.9128 0.5889 0.13
C -18.8744 -10.2724 3.9729 -0.02
C -19.2278 -8.8930 4.5133 -0.27
C -18.2268 -8.2902 5.5059 -0.08
O -17.8879 -7.0190 4.9603 0.09
C -18.2635 -6.9747 3.6912 -0.59
O -18.0118 -6.1290 2.8716 0.05
O -19.0690 -7.9887 3.3834 0.05
H -17.8237 -10.5473 4.0717 0.07
H -19.1467 -10.4209 2.9321 0.07
H -19.3701 -10.9656 4.6589 0.07
H -20.2553 -8.6766 4.8137 0.13
H -17.3320 -8.8974 5.6614 0.13
H -18.6571 -8.2013 6.5055 0.13
C -23.7487 -10.9689 -5.9558 -1.58
Br -24.7815 -10.1616 -7.4267 0.53
Br -22.0489 -11.5789 -6.5394 0.61
Br -24.8800 -12.3904 -5.1674 0.51
H -23.6999 -10.2106 -5.1858 -0.04
C -24.7233 -14.6028 0.4149 -1.52
Br -24.4221 -15.6710 -1.1850 0.55
Br -26.1183 -13.2494 0.3173 0.56
Br -22.9322 -13.9066 0.8734 0.59
H -25.0123 -15.3311 1.1588 -0.03
C -23.4377 -10.1451 2.6366 -1.55
Br -22.6372 -10.7674 4.2591 0.63
Br -23.0381 -8.2547 2.2343 0.64
Br -25.3486 -10.5960 2.6217 0.53
H -23.0125 -10.6689 1.7905 -0.07
C -19.2194 -6.4892 -0.3601 -1.52
Br -17.4261 -5.7333 -0.1381 0.60
Br -19.6750 -6.4235 -2.2610 0.61
Br -20.5832 -5.5946 0.7079 0.57
H -19.2008 -7.5071 0.0070 -0.04


3.
107
Properties=species:S:1:pos:R:3:lowdin_charge:R:1 method="wB97M-V/def2-TZVPD" de_lowest_kcal_mol=9.0 total_charge=+2 max_force_ev_per_a=1.3 gap_ev=5.9 spin_multiplicity=1 lumo_ev=-7.971
Mo 0.8425 0.0163 0.0032 1.85
C 4.6337 5.0767 3.8646 -0.03
C 3.1276 5.3822 3.7690 -0.55
C 2.4952 5.2025 5.1492 -0.06
C 2.9287 6.8397 3.3228 -0.04
C 2.5282 4.4299 2.7407 -0.13
C 1.7652 3.3205 3.1024 -0.02
C 1.3199 2.4728 2.1098 -0.38
Se 0.1405 1.0077 2.5009 1.29
C 1.1883 -0.4624 3.1740 -0.38
C 1.7103 -0.4642 4.4480 -0.02
C 2.3451 -1.6185 4.9041 -0.13
C 2.3703 -2.7310 4.0565 0.05
C 1.8242 -2.7711 2.7777 -0.07
C 1.2276 -1.5881 2.3573 -0.31
O 0.7307 -1.4254 1.0842 -0.32
C 1.8463 -4.0307 1.9062 -0.52
C 0.4021 -4.5538 1.7954 -0.02
C 2.3998 -3.7276 0.5036 -0.03
C 2.7192 -5.1277 2.5233 -0.05
C 3.0331 -1.6856 6.2641 -0.55
C 2.6724 -0.4908 7.1463 -0.05
C 4.5534 -1.6819 6.0222 -0.04
C 2.6333 -2.9737 6.9988 -0.03
C 1.5611 2.7262 0.7604 -0.30
O 1.0755 1.7990 -0.1267 -0.32
C 2.3126 3.8243 0.3536 -0.06
C 2.7751 4.6378 1.3801 0.06
C 2.6218 4.0975 -1.1232 -0.52
C 3.4180 2.9205 -1.7115 -0.03
C 1.3049 4.2832 -1.8950 -0.03
C 3.4593 5.3682 -1.3005 -0.05
H 5.0959 5.7230 4.6151 0.10
H 5.1367 5.2542 2.9101 0.09
H 4.8073 4.0371 4.1566 0.09
H 2.9076 5.9486 5.8295 0.10
H 2.7158 4.2207 5.5798 0.08
H 1.4098 5.3410 5.1215 0.10
H 3.2714 7.5104 4.1124 0.10
H 1.8750 7.0578 3.1291 0.10
H 3.5023 7.0814 2.4261 0.08
H 1.5198 3.1189 4.1376 0.11
H 1.6268 0.4171 5.0693 0.11
H 2.8609 -3.6236 4.4154 0.11
H -0.2603 -3.8089 1.3469 0.08
H 0.0045 -4.8198 2.7772 0.10
H 0.3798 -5.4464 1.1657 0.10
H 1.6883 -3.1843 -0.1134 0.06
H 2.6126 -4.6698 -0.0041 0.10
H 3.3309 -3.1553 0.5536 0.09
H 2.3296 -5.4751 3.4835 0.09
H 3.7538 -4.7975 2.6602 0.10
H 2.7308 -5.9876 1.8528 0.10
H 3.0272 0.4544 6.7243 0.08
H 3.1517 -0.6069 8.1187 0.10
H 1.5935 -0.4206 7.3144 0.10
H 4.8692 -0.7552 5.5311 0.09
H 4.8612 -2.5295 5.4020 0.08
H 5.0810 -1.7531 6.9762 0.10
H 1.5488 -3.0446 7.1141 0.10
H 3.0797 -2.9754 7.9944 0.10
H 2.9852 -3.8715 6.4873 0.08
H 3.3701 5.4948 1.1035 0.10
H 2.8079 2.0244 -1.8253 0.06
H 4.2768 2.6734 -1.0824 0.09
H 3.7894 3.1946 -2.7015 0.10
H 0.6646 3.4029 -1.8411 0.07
H 1.5242 4.4709 -2.9486 0.10
H 0.7461 5.1389 -1.5097 0.10
H 4.4419 5.2826 -0.8284 0.10
H 2.9532 6.2521 -0.9045 0.10
H 3.6220 5.5353 -2.3657 0.10
O 0.7129 -0.5875 -1.6538 -0.24
C -0.0033 -0.9532 -2.7868 -0.23
C 0.6827 -1.4592 -3.8631 0.02
C -0.0452 -1.8157 -4.9849 -0.03
C -1.4270 -1.6606 -5.0006 -0.03
C -2.0819 -1.1488 -3.8945 0.00
C -1.3706 -0.7800 -2.7556 -0.08
C -2.0121 -0.2228 -1.5623 -0.23
N -1.4363 0.1502 -0.4136 0.00
C -2.4575 0.6278 0.4003 -0.12
C -3.6341 0.5414 -0.2554 -0.03
N -3.3319 0.0049 -1.4837 0.14
H 1.7591 -1.5678 -3.8152 0.14
H 0.4689 -2.2164 -5.8487 0.13
H -1.9957 -1.9398 -5.8780 0.12
H -3.1596 -1.0421 -3.9295 0.12
H -2.2919 1.0013 1.3910 0.05
H -4.6365 0.8072 0.0399 0.14
H -4.0013 -0.1811 -2.2125 0.17
F 10.1490 -0.5074 1.9923 0.16
C 9.3035 -1.5029 2.2796 -0.60
F 9.3919 -1.7585 3.5882 0.16
F 9.7141 -2.5911 1.6170 0.17
C 7.8931 -1.1444 1.8741 -0.08
C 7.6857 -0.5847 0.6194 0.02
C 6.4046 -0.2691 0.2097 0.01
C 5.3287 -0.5335 1.0612 -0.22
C 5.5432 -1.1047 2.3214 0.01
C 6.8312 -1.4008 2.7285 0.02
C 3.9844 -0.2546 0.6697 0.01
C 2.8032 -0.0836 0.4106 -0.08
H 8.5296 -0.3926 -0.0310 0.14
H 6.2309 0.1757 -0.7630 0.13
H 4.6959 -1.3120 2.9659 0.10
H 7.0136 -1.8333 3.7030 0.12


4.
12
Properties=species:S:1:pos:R:3:lowdin_charge:R:1 method="wB97M-V/def2-TZVPD" de_lowest_kcal_mol=20.1 total_charge=0 max_force_ev_per_a=1.9 gap_ev=11.0 smiles="O=C(O)CCO" spin_multiplicity=1 lumo_ev=0.601
O 1.9055 1.6104 -0.5536 0.10
C 0.8688 1.1021 -0.2204 -0.51
O -0.1702 1.8809 0.1604 0.09
C 0.5639 -0.3799 -0.3189 -0.05
C -0.9269 -0.7133 0.0253 -0.24
O -1.1493 -1.9262 0.7217 -0.07
H 0.0274 2.8194 0.0563 0.13
H 1.3487 -0.8129 0.3021 0.13
H 0.7612 -0.8782 -1.2559 0.12
H -1.5902 -0.6835 -0.8460 0.13
H -1.2686 0.0849 0.6611 0.09
H -0.3703 -2.1038 1.2679 0.09